(1)
C4H4N4 | ωB97M-V/def2-TZVPD

Geometry as XYZ:
```
12
C4H4N4 (ωB97M-V/def2-TZVPD)
C 2.668 0.574 -0.665
C 1.640 0.125 -0.132
C 0.725 -0.918 0.406
N -0.588 -0.385 0.269
N -0.959 0.877 0.621
C -2.134 0.951 -0.056
N -2.426 -0.188 -0.780
N -1.458 -1.006 -0.485
H 3.639 1.111 -0.775
H 0.688 -1.222 1.495
H 0.766 -1.873 0.013
H -2.561 1.954 0.089
```

Values from the calculation:
- Orbital gap: 11.33 eV
- Energy: -10168.63269 eV
- Energy relative to the best compared isomer or geometry (same formula, charge and spin): 4.205 eV
- LUMO level: 0.029 Ha
- F_max: 4.1 eV/A


(2)
C4H4N4 | ωB97M-V/def2-TZVPD

Geometry as XYZ:
```
12
C4H4N4 (ωB97M-V/def2-TZVPD)
H 3.825 0.932 -0.103
N 3.210 -0.012 -0.393
C 2.007 0.220 0.324
N 1.078 -0.830 0.233
C -0.199 -0.392 0.038
N -1.534 -1.236 -0.169
C -2.452 -0.243 -0.006
C -1.837 1.103 -0.063
N -0.554 0.980 -0.064
H 1.802 1.189 0.920
H -3.611 -0.428 0.417
H -2.534 1.866 -0.242
```

Values from the calculation:
- Orbital gap: 7.85 eV
- Energy: -10168.33379 eV
- Energy relative to the best compared isomer or geometry (same formula, charge and spin): 4.504 eV
- LUMO level: -0.080 Ha
- F_max: 7.3 eV/A


(3)
C4H4N4 | ωB97M-V/def2-TZVPD

Geometry as XYZ:
```
12
C4H4N4 (ωB97M-V/def2-TZVPD)
C -2.083 0.119 0.116
N -1.280 1.245 -0.068
C -0.086 0.671 -0.211
C -0.001 -0.680 -0.089
N -1.379 -1.101 0.160
N 1.443 -1.244 -0.138
N 2.139 -0.224 0.135
C 1.370 1.136 0.079
H -3.114 0.138 -0.187
H -1.844 -1.902 -0.110
H 1.835 1.792 -0.648
H 1.463 1.759 0.950
```

Values from the calculation:
- Orbital gap: 9.20 eV
- Energy: -10169.87929 eV
- Energy relative to the best compared isomer or geometry (same formula, charge and spin): 2.959 eV
- LUMO level: 0.010 Ha
- F_max: 5.3 eV/A


(4)
C4H4N4 | ωB97M-V/def2-TZVPD

Geometry as XYZ:
```
12
C4H4N4 (ωB97M-V/def2-TZVPD)
C -1.596 0.074 -0.436
N -1.046 1.293 -0.520
C 0.157 1.439 0.364
N 1.324 0.932 0.380
C 1.552 -0.158 -0.482
N 0.874 -1.157 -0.591
C -0.090 -1.398 0.400
N -1.311 -0.990 0.364
H -2.451 -0.027 -1.001
H -0.171 2.009 1.171
H 2.532 -0.166 -1.077
H 0.226 -1.852 1.430
```

Values from the calculation:
- Orbital gap: 10.10 eV
- Energy: -10170.27977 eV
- Energy relative to the best compared isomer or geometry (same formula, charge and spin): 2.558 eV
- LUMO level: 0.005 Ha
- F_max: 6.1 eV/A


(5)
C4H4N4O | ωB97M-V/def2-TZVPD

Geometry as XYZ:
```
13
C4H4N4O (ωB97M-V/def2-TZVPD)
N 0.621 0.464 -3.247
C 0.836 0.032 -2.089
C 1.229 -0.372 -0.906
N 0.123 -0.210 0.154
C -0.474 1.095 0.186
C -1.166 1.226 1.437
N -1.817 1.392 2.412
N -0.160 -1.121 1.058
O 0.391 -2.129 0.994
H 2.124 0.159 -0.872
H 1.407 -1.628 -0.889
H 0.450 1.681 0.042
H -1.038 1.254 -0.637
```

Values from the calculation:
- Orbital gap: 10.14 eV
- Energy: -12214.75342 eV
- Energy relative to the best compared isomer or geometry (same formula, charge and spin): 5.757 eV
- LUMO level: 0.006 Ha
- F_max: 16.7 eV/A


(6)
C4H4N4O3 | ωB97M-V/def2-TZVPD

Geometry as XYZ:
```
15
C4H4N4O3 (ωB97M-V/def2-TZVPD)
C 0.402 -1.519 2.318
C -0.502 -1.565 0.366
C 0.171 -0.254 0.551
C -0.445 0.662 -1.530
N -0.281 -2.275 1.537
N 0.724 -0.289 1.800
N 0.176 0.700 -0.349
N -0.282 1.793 -2.307
O -0.846 1.857 -3.383
O 0.442 2.682 -1.831
O -1.108 -1.885 -0.631
H 0.707 -1.810 3.306
H -1.051 -0.156 -1.869
H 1.210 0.455 2.271
H 0.684 1.605 -0.250
```

Values from the calculation:
- Multiplicity: 3
- Orbital gap (alpha / beta): 7.43 / 7.84 eV
- Energy: -16310.55356 eV
- Energy relative to the best compared isomer or geometry (same formula, charge and spin): 0.000 eV
- LUMO level (alpha / beta): 0.003 / -0.090 Ha
- F_max: 4.0 eV/A


(7)
C4H4NO | ωB97M-V/def2-TZVPD

Geometry as XYZ:
```
10
C4H4NO (ωB97M-V/def2-TZVPD)
C 0.401 -0.330 0.090
C -0.818 -1.177 0.145
C 1.590 -0.857 -0.096
C -0.362 0.987 0.040
N -1.506 -0.013 0.037
O -2.780 0.269 -0.037
H 1.740 -1.905 -0.155
H 2.406 -0.222 -0.050
H -0.397 1.812 0.925
H -0.273 1.435 -0.899
```

Values from the calculation:
- Orbital gap (alpha / beta): 6.98 / 6.98 eV
- Energy: -7745.96921 eV
- Energy relative to the best compared isomer or geometry (same formula, charge and spin): 0.578 eV
- Charge: -1
- LUMO level (alpha / beta): 0.156 / 0.156 Ha
- F_max: 2.9 eV/A


(8)
C4H4NO | ωB97M-V/def2-TZVPD

Geometry as XYZ:
```
10
C4H4NO (ωB97M-V/def2-TZVPD)
C -1.865 0.037 0.186
C -0.578 -0.466 0.650
C 0.511 -0.099 0.181
C 1.693 0.256 -0.401
N -2.616 1.008 -0.018
O -2.718 -0.573 -0.553
H -0.635 -1.293 1.470
H 1.734 -0.119 -1.460
H 2.426 -0.142 0.314
H 2.047 1.392 -0.370
```

Values from the calculation:
- Orbital gap (alpha / beta): 6.75 / 6.75 eV
- Energy: -7735.25786 eV
- Energy relative to the best compared isomer or geometry (same formula, charge and spin): 5.186 eV
- Charge: +1
- LUMO level (alpha / beta): -0.288 / -0.288 Ha
- F_max: 4.1 eV/A


(9)
C4H4NO2S2 | ωB97M-V/def2-TZVPD

Geometry as XYZ:
```
13
C4H4NO2S2 (ωB97M-V/def2-TZVPD)
C 0.853 0.579 -0.415
C -0.436 0.537 0.211
C 3.533 0.533 -0.322
C 2.039 0.138 0.072
N -2.481 -0.971 -0.690
O 4.156 -0.014 -1.185
O 3.632 1.551 0.302
S -2.194 1.952 0.446
S -1.755 0.367 -1.000
H 0.720 0.663 -1.480
H -0.407 -0.062 1.137
H 2.078 0.027 1.181
H -3.229 -1.202 -1.383
```

Values from the calculation:
- Orbital gap (alpha / beta): 7.29 / 7.29 eV
- Energy: -31466.05854 eV
- Energy relative to the best compared isomer or geometry (same formula, charge and spin): 2.061 eV
- Charge: -1
- LUMO level (alpha / beta): 0.090 / 0.090 Ha
- F_max: 3.8 eV/A


(10)
C4H4NO3S | ωB97M-V/def2-TZVPD

Geometry as XYZ:
```
13
C4H4NO3S (ωB97M-V/def2-TZVPD)
C -0.438 -1.845 0.396
C -1.731 -1.429 0.308
C 0.566 -1.167 0.944
C 0.786 0.856 -0.276
N 1.755 0.958 -1.090
O 2.054 2.298 -1.763
O 1.474 -1.236 1.741
O 0.080 1.892 0.111
S -2.426 0.018 0.921
H -0.238 -2.861 -0.093
H -2.509 -1.849 -0.398
H -0.602 1.661 0.725
H 1.228 2.703 -1.525
```

Values from the calculation:
- Orbital gap: 7.53 eV
- Energy: -22677.13035 eV
- Energy relative to the best compared isomer or geometry (same formula, charge and spin): 6.139 eV
- Charge: -1
- LUMO level: 0.128 Ha
- F_max: 6.7 eV/A


(11)
C4H4NOS2 | ωB97M-V/def2-TZVPD

Geometry as XYZ:
```
12
C4H4NOS2 (ωB97M-V/def2-TZVPD)
C 0.098 -1.959 1.331
C 1.180 -0.565 0.178
C -1.136 -0.321 0.329
C 0.109 1.463 -0.875
N 0.091 0.114 -0.123
O -1.111 -1.463 0.918
S 2.721 -0.207 0.178
S -2.606 0.494 0.192
H 0.164 -2.838 0.851
H 0.079 1.310 -2.026
H -0.706 2.069 -0.384
H 1.117 1.900 -0.569
```

Values from the calculation:
- Orbital gap (alpha / beta): 6.43 / 6.43 eV
- Energy: -29418.36056 eV
- Energy relative to the best compared isomer or geometry (same formula, charge and spin): 3.121 eV
- Charge: -1
- LUMO level (alpha / beta): 0.125 / 0.125 Ha
- F_max: 6.0 eV/A


(12)
C4H4O | ωB97M-V/def2-TZVPD

Geometry as XYZ:
```
9
C4H4O (ωB97M-V/def2-TZVPD)
C 2.127 -0.458 0.814
C 1.075 -0.132 0.330
C -0.165 0.262 -0.317
C -1.944 -0.158 0.062
O -1.096 0.835 0.579
H 3.051 -0.745 1.266
H -0.040 0.861 -1.222
H -0.671 -0.753 -0.615
H -2.337 0.287 -0.897
```

Values from the calculation:
- Orbital gap: 9.33 eV
- Energy: -6253.33527 eV
- Energy relative to the best compared isomer or geometry (same formula, charge and spin): 6.044 eV
- LUMO level: 0.016 Ha
- F_max: 0.6 eV/A